Entry 1:
{
  "formula": "C18H18N7O6",
  "method": "the ωB97M-V functional and the def2-TZVPD basis",
  "e_tot_ev": -41666.545,
  "homo_ev": -4.2,
  "max_force_ev_per_a": 12.76,
  "de_lowest_ev": 1.330,
  "charge": -1,
  "gap_ev": 5.26,
  "species": ["C", "C", "N", "C", "C", "C", "C", "C", "C", "C", "C", "C", "C", "C", "O", "O", "H", "H", "H", "H", "H", "H", "H", "H", "H", "H", "H", "H", "H", "H", "H", "H", "O", "N", "O", "C", "C", "C", "N", "O", "O", "C", "N", "N", "N", "N", "C", "H", "H"],
  "positions_angstrom": [[1.228, -2.785, 3.517], [1.603, -2.522, 2.073], [0.560, -2.983, 1.143], [0.785, -4.199, 0.353], [1.505, -3.900, -0.940], [-0.675, -2.329, 1.021], [-0.882, -1.062, 1.631], [-2.111, -0.365, 1.626], [-2.172, 0.991, 2.252], [-1.185, 1.480, 3.109], [-1.299, 2.730, 3.679], [-2.401, 3.512, 3.406], [-3.386, 3.049, 2.558], [-3.271, 1.800, 1.986], [-3.137, -0.825, 1.123], [-1.547, -2.889, 0.363], [1.972, -2.398, 4.217], [0.270, -2.327, 3.767], [1.126, -3.854, 3.701], [1.785, -1.457, 1.896], [2.540, -3.028, 1.818], [1.330, -4.926, 0.962], [-0.194, -4.645, 0.149], [1.651, -4.793, -1.551], [0.943, -3.179, -1.534], [2.483, -3.462, -0.747], [-0.036, -0.588, 2.087], [-0.328, 0.876, 3.351], [-0.529, 3.097, 4.340], [-2.494, 4.483, 3.863], [-4.246, 3.664, 2.348], [-4.036, 1.423, 1.327], [-2.394, -8.594, 1.178], [-2.904, -7.853, 2.022], [-3.005, -8.170, 3.210], [-3.385, -6.543, 1.621], [-3.907, -5.694, 2.547], [-4.164, -4.337, 2.254], [-4.649, -3.478, 3.321], [-4.597, -3.896, 4.480], [-5.107, -2.368, 3.034], [-3.915, -3.816, 1.022], [-3.502, -4.661, 0.001], [-3.267, -4.394, -1.305], [-2.897, -5.571, -1.540], [-2.783, -6.638, -0.820], [-3.213, -6.049, 0.303], [-4.062, -6.046, 3.555], [-3.824, -2.744, 0.880]],
  "mulliken_charge": [-1.1094, -0.8743, 0.3544, -0.2862, -1.2435, 0.1414, 0.0690, 0.2216, 0.3980, -0.3503, -0.7356, -0.2904, -0.5990, -0.3482, -0.8288, -0.6643, 0.3710, 0.3061, 0.3283, 0.4107, 0.4346, 0.4293, -0.0479, 0.4222, 0.2898, 0.3300, 0.0234, 0.3646, 0.3616, 0.3704, 0.3590, 0.4050, -0.5686, 0.9589, -0.6194, -0.3262, -0.1040, -0.2391, 1.0341, -0.6361, -0.5395, 0.0206, 0.8012, -0.5796, -0.5847, -0.2393, 0.3596, 0.5807, 0.6688]
}

***

Entry 2:
{
  "formula": "C18H18NO",
  "method": "the ωB97M-V functional and the def2-TZVPD basis",
  "e_tot_ev": -22487.058,
  "homo_ev": -11.9,
  "max_force_ev_per_a": 4.02,
  "de_lowest_ev": 1.599,
  "smiles": "COc1ccc2c(c1)c(C)cc[n+]2Cc1ccccc1",
  "charge": 1,
  "gap_ev": 7.72,
  "species": ["O", "C", "C", "C", "C", "C", "C", "C", "C", "C", "C", "C", "C", "C", "C", "C", "N", "C", "C", "C", "H", "H", "H", "H", "H", "H", "H", "H", "H", "H", "H", "H", "H", "H", "H", "H", "H", "H"],
  "positions_angstrom": [[4.231, -1.482, 1.123], [-3.103, 4.055, -0.222], [-4.112, 3.289, 0.278], [-1.793, 3.553, -0.233], [-3.717, 2.034, 0.644], [-1.411, 2.279, 0.045], [2.117, -0.398, 1.628], [-0.863, -1.808, -2.042], [2.933, -1.241, 0.878], [-2.434, 1.452, 0.510], [2.357, -1.780, -0.290], [0.444, -2.090, -1.908], [0.691, -0.318, 1.462], [-1.631, -1.049, -1.088], [0.999, -1.502, -0.728], [0.164, -0.803, 0.245], [-1.128, -0.594, 0.026], [4.966, -0.704, 2.166], [1.150, -2.940, -3.011], [-2.119, 0.061, 0.916], [-3.208, 5.017, -0.536], [-5.134, 3.783, 0.365], [-0.950, 4.267, -0.521], [-4.624, 1.536, 0.985], [-0.428, 1.851, -0.308], [2.553, 0.050, 2.580], [-1.369, -2.221, -2.947], [2.915, -2.580, -0.861], [0.199, 0.338, 2.173], [-2.649, -0.945, -1.255], [4.662, -0.898, 3.149], [4.796, 0.419, 1.999], [6.105, -0.660, 2.119], [1.421, -4.031, -2.897], [2.110, -2.384, -3.327], [0.549, -3.025, -3.881], [-1.739, 0.088, 1.872], [-2.948, -0.620, 0.891]],
  "mulliken_charge": [-0.4200, -0.4453, -0.6759, -0.5253, -0.4117, -0.0733, -0.4615, -0.8968, 0.2059, 1.2834, -0.6626, 1.0117, -0.9645, -0.1884, 0.6762, 1.0360, 0.2789, -0.8354, -1.5445, -1.8548, 0.4950, 0.3326, 0.2565, 0.2879, 0.2455, 0.3003, 0.3245, 0.3696, 0.2871, 0.5248, 0.4005, 0.3133, 0.2800, 0.3240, 0.3470, 0.4254, 0.4607, 0.4931]
}

***

Entry 3:
{
  "formula": "C18H19BN9OPd",
  "method": "the ωB97M-V functional and the def2-TZVPD basis",
  "spin_multiplicity": 4,
  "e_tot_ev": -38573.174,
  "homo_ev": [-14.7, -14.7],
  "max_force_ev_per_a": 0.90,
  "de_lowest_ev": 0.000,
  "charge": 2,
  "gap_ev": [8.74, 4.00],
  "species": ["Pd", "C", "C", "N", "N", "C", "B", "N", "C", "C", "C", "N", "N", "C", "C", "C", "N", "N", "C", "C", "C", "N", "H", "H", "H", "H", "H", "H", "H", "H", "H", "H", "H", "H", "O", "C", "C", "C", "C", "C", "C", "N", "H", "H", "H", "H", "H", "H", "H"],
  "positions_angstrom": [[0.212, -0.229, 0.051], [1.924, 2.638, 2.748], [2.028, 1.849, 1.620], [0.868, 1.193, 1.428], [0.013, 1.565, 2.401], [0.626, 2.437, 3.213], [-1.453, 1.012, 2.490], [-2.129, 1.250, 1.063], [-3.325, 1.707, 0.746], [-3.474, 1.690, -0.680], [-2.300, 1.192, -1.146], [-1.483, 0.905, -0.081], [-1.371, -0.508, 2.664], [-1.889, -1.360, 3.570], [-1.496, -2.639, 3.238], [-0.729, -2.495, 2.087], [-0.654, -1.209, 1.748], [-2.222, 1.755, 3.517], [-2.525, 3.098, 3.493], [-3.084, 3.412, 4.692], [-3.074, 2.194, 5.413], [-2.563, 1.197, 4.717], [2.676, 3.278, 3.178], [2.856, 1.696, 0.949], [0.116, 2.853, 4.068], [-4.019, 2.022, 1.514], [-4.333, 2.008, -1.248], [-1.976, 1.009, -2.158], [-2.461, -0.980, 4.402], [-1.718, -3.548, 3.771], [-0.213, -3.247, 1.513], [-2.289, 3.727, 2.647], [-3.447, 4.373, 5.016], [-3.438, 2.007, 6.413], [2.506, -0.129, -0.700], [3.003, -1.400, -0.249], [2.067, -2.506, -0.663], [2.511, -3.787, -0.928], [1.593, -4.755, -1.301], [0.252, -4.416, -1.408], [-0.126, -3.123, -1.121], [0.765, -2.185, -0.751], [2.732, -0.016, -1.633], [3.062, -1.342, 0.838], [4.007, -1.576, -0.628], [3.567, -4.015, -0.863], [1.922, -5.762, -1.521], [-0.491, -5.140, -1.713], [-1.160, -2.813, -1.187]],
  "mulliken_spin": [1.4324, 0.0121, 0.0112, 0.2570, -0.0045, 0.0058, -0.0230, -0.0635, 0.2868, 0.1995, -0.0420, 0.5390, 0.0075, 0.0050, 0.0092, -0.0021, 0.2274, -0.0003, 0.0021, 0.0032, -0.0014, 0.0032, 0.0019, 0.0009, -0.0008, 0.0038, -0.0006, 0.0021, -0.0013, 0.0026, -0.0006, -0.0033, 0.0000, 0.0000, 0.0357, -0.0139, 0.0145, -0.0027, 0.0018, 0.0025, -0.0074, 0.0920, 0.0000, 0.0027, 0.0022, 0.0014, 0.0000, 0.0010, 0.0010]
}

***

Entry 4:
{
  "formula": "C18H19Br2F16IO4",
  "method": "the ωB97M-V functional and the def2-TZVPD basis",
  "e_tot_ev": -218826.947,
  "homo_ev": -9.5,
  "max_force_ev_per_a": 3.65,
  "smiles": "C/C(Br)=C(/Br)C(=O)OCC[C@H](C)I.FC(F)C(F)(F)COC(F)(F)C(F)F.FC(F)C(F)(F)COC(F)(F)C(F)F",
  "gap_ev": 8.83,
  "species": ["C", "C", "Br", "C", "Br", "C", "O", "O", "C", "C", "C", "C", "I", "H", "H", "H", "H", "H", "H", "H", "H", "H", "H", "H", "C", "C", "C", "F", "F", "F", "F", "O", "C", "C", "F", "F", "F", "F", "H", "H", "H", "H", "C", "C", "C", "F", "F", "F", "F", "O", "C", "C", "F", "F", "F", "F", "H", "H", "H", "H"],
  "positions_angstrom": [[5.009, 0.924, -1.962], [4.644, -0.137, -3.076], [5.709, -0.152, -4.748], [3.604, -1.074, -2.950], [3.274, -2.382, -4.396], [2.647, -1.144, -1.702], [2.948, -0.873, -0.534], [1.326, -1.614, -1.941], [0.580, -0.717, -2.797], [-0.014, 0.571, -2.007], [0.273, 1.941, -2.815], [1.862, 2.152, -3.021], [-0.417, 3.673, -1.638], [5.263, 1.898, -2.517], [4.188, 1.130, -1.211], [5.960, 0.615, -1.402], [1.113, -0.420, -3.758], [-0.349, -1.303, -3.132], [0.401, 0.620, -0.952], [-1.149, 0.473, -1.963], [-0.211, 1.927, -3.844], [2.169, 3.246, -2.917], [2.377, 1.568, -2.182], [2.208, 1.701, -4.011], [-4.251, -0.652, -0.043], [-4.270, 0.842, -0.436], [-5.329, 1.712, 0.248], [-6.585, 1.305, -0.002], [-5.247, 2.989, -0.204], [-4.354, 0.939, -1.785], [-3.049, 1.351, -0.099], [-4.934, -1.580, -0.902], [-6.325, -1.745, -0.728], [-7.137, -1.258, -1.935], [-6.873, 0.030, -2.237], [-8.464, -1.336, -1.680], [-6.703, -1.174, 0.431], [-6.527, -3.072, -0.568], [-3.204, -0.962, -0.111], [-4.515, -0.807, 1.006], [-5.181, 1.731, 1.332], [-6.917, -1.860, -2.820], [2.686, -1.061, 2.628], [3.635, 0.127, 2.902], [4.615, -0.035, 4.068], [4.002, -0.223, 5.248], [5.367, 1.088, 4.206], [2.896, 1.254, 3.041], [4.380, 0.304, 1.770], [1.360, -0.987, 3.183], [1.179, -1.382, 4.525], [0.764, -0.219, 5.435], [1.643, 0.802, 5.385], [0.706, -0.622, 6.728], [2.278, -2.027, 4.956], [0.190, -2.305, 4.512], [2.515, -1.064, 1.547], [3.157, -2.026, 2.833], [5.297, -0.872, 3.894], [-0.216, 0.169, 5.148]],
  "mulliken_charge": [-0.9060, 0.3147, -0.1301, 0.0308, -0.0900, 0.3785, -0.3928, -0.3666, -0.5160, 0.0355, -0.6728, -0.5320, -0.0039, 0.3514, 0.1638, 0.3198, 0.2870, 0.3615, 0.3064, -0.0375, 0.4695, 0.4066, -0.1475, 0.2387, -0.7472, 0.9664, 0.0400, -0.2223, -0.2689, -0.2987, -0.2917, -0.4008, 0.7628, 0.2162, -0.2082, -0.2556, -0.2765, -0.2964, 0.4432, 0.3407, 0.2853, 0.2328, -0.2732, 0.9573, 0.0509, -0.2269, -0.2803, -0.2897, -0.3176, -0.3934, 0.7399, 0.2141, -0.2098, -0.2614, -0.2924, -0.2928, 0.0871, 0.3709, 0.2958, 0.2313]
}